1.
A cluster of 9 separate species, C16H30N7O5S2 in total, computed with ωB97M-V/def2-TZVPD.

Gap between HOMO and LUMO (spin up / spin down) (eV): 1.5897 / 7.9367
LUMO level (spin up / spin down) (eV): 4.25 / 4.25
Multiplicity: 2
Charge: -2
Total energy (Ha): -2183.26114
⟨S²⟩: 0.750

XYZ file:
```
60
C16H30N7O5S2 (ωB97M-V/def2-TZVPD)
N -0.550 -0.345 0.084
O 0.488 0.231 -0.206
O -1.613 0.223 0.038
O -0.523 -1.533 0.247
C -1.658 -1.103 -2.999
C -2.135 -2.350 -2.415
N -2.572 -3.320 -1.997
H -1.617 -1.223 -4.082
H -0.634 -0.914 -2.677
H -2.350 -0.281 -2.816
C -4.396 1.624 0.220
C -3.857 2.931 -0.190
N -3.457 3.961 -0.478
H -5.482 1.688 0.290
H -3.932 1.321 1.159
H -4.074 0.876 -0.503
C -3.585 -2.632 1.363
C -4.680 -2.289 2.334
N -5.508 -1.991 3.100
H -4.024 -2.905 0.404
H -3.013 -3.514 1.650
H -2.958 -1.843 0.948
C -0.275 2.372 2.323
C 0.882 2.128 3.121
N 1.753 1.883 3.828
H -0.971 3.048 2.819
H -0.891 1.478 2.224
H -0.023 2.602 1.287
C -0.651 -2.255 3.871
C 0.760 -2.522 4.125
N 1.880 -2.654 4.362
H -1.167 -2.147 4.825
H -1.031 -3.176 3.431
H -0.959 -1.462 3.189
C -0.882 2.980 -1.836
C -0.797 2.347 -3.176
N -0.731 1.839 -4.271
H -1.641 2.479 -1.236
H -1.112 4.041 -1.935
H 0.096 2.891 -1.363
C 2.360 -0.202 -3.119
S 3.188 1.272 -2.484
O 4.586 0.792 -2.181
C 3.352 2.064 -4.086
H 2.985 -0.697 -3.862
H 1.496 0.280 -3.576
H 2.072 -0.842 -2.284
H 2.448 2.049 -4.695
H 4.144 1.541 -4.621
H 3.621 3.111 -3.946
C 4.349 -0.577 2.683
S 3.707 -0.344 0.967
O 4.986 -0.377 0.098
C 2.914 -1.989 0.783
H 5.139 -1.327 2.677
H 3.474 -0.644 3.330
H 4.788 0.369 2.998
H 3.686 -2.759 0.760
H 2.336 -2.037 -0.139
H 2.260 -2.163 1.637
```



2.
A structure of composition C16H30NO7Sr, computed with ωB97M-V/def2-TZVPD.

Gap between HOMO and LUMO (spin up / spin down) (eV): 3.3737 / 3.7402
LUMO level (spin up / spin down) (eV): 8.51 / 8.43
Multiplicity: 2
Charge: -4
Total energy (Ha): -1239.21013
⟨S²⟩: 0.766

XYZ file:
```
55
C16H30NO7Sr (ωB97M-V/def2-TZVPD)
Sr 0.565 -0.655 -0.310
C -2.532 -3.195 2.133
C -2.443 -1.896 1.251
O -1.627 -1.808 0.135
H -3.266 -3.092 2.932
H -1.555 -3.553 2.455
H -2.929 -4.013 1.531
H -2.471 -1.023 1.902
H -3.447 -1.807 0.836
C 1.919 -3.137 -4.126
C 0.436 -3.039 -3.605
O 0.305 -2.466 -2.352
H 2.472 -3.905 -3.586
H 2.426 -2.184 -3.974
H 1.879 -3.299 -5.203
H -0.152 -3.946 -3.747
H -0.020 -2.338 -4.304
C 2.424 1.865 -3.328
C 3.335 0.797 -2.845
O 2.922 0.132 -1.732
H 2.979 2.328 -4.144
H 2.155 2.592 -2.561
H 1.485 1.486 -3.731
H 4.254 1.320 -2.581
H 3.717 0.087 -3.578
C -0.064 0.267 3.481
C 1.027 1.124 2.835
O 1.116 1.120 1.418
H -0.132 0.479 4.549
H 0.077 -0.802 3.323
H -1.063 0.425 3.074
H 1.940 0.705 3.256
H 0.984 2.115 3.286
C 1.586 -3.509 3.184
C 2.232 -3.375 1.851
O 1.485 -3.053 0.692
H 0.729 -4.181 3.143
H 1.327 -2.604 3.733
H 2.250 -3.859 3.975
H 2.704 -4.318 1.577
H 3.070 -2.714 2.075
C -3.087 5.354 0.954
C -3.502 5.261 -0.401
C -2.876 4.330 -1.249
C -1.911 3.412 -0.712
C -1.482 3.683 0.600
C -2.020 4.679 1.414
N -1.379 2.339 -1.626
O -0.437 1.762 -1.143
O -1.832 2.149 -2.757
H -3.682 6.038 1.540
H -4.360 5.884 -0.604
H -3.176 4.334 -2.286
H -0.656 3.058 0.905
H -1.696 4.645 2.444
```



- Number 1 is which compound?
  C16H30N7O5S2



- Among the records above, which one has the highest ⟨S²⟩?
  C16H30NO7Sr